(1)
# C5H6O

A molecular structure, C5H6O in a non-equilibrium geometry (ωB97M-V/def2-TZVPD, the OMol25 dataset).

Cartesian coordinates (Å):
O: -1.14512 -0.58839 -0.85411
C: 0.97515 0.95081 0.22067
C: -0.13411 -0.97748 0.09908
C: 1.23679 -0.44441 -0.35006
C: -0.25836 0.35965 0.87995
C: -1.12405 0.73154 -0.33392
H: -0.52029 1.44573 -0.96450
H: 1.99984 -0.81409 0.35532
H: -0.59777 0.56768 1.89485
H: -2.08930 1.18266 -0.17226
H: 1.59961 -0.59371 -1.37298
H: -0.27696 -2.00502 0.44580

Atoms 1-2, force components in eV/Å:
0.1 -0.1 0.1
0.0 -0.4 0.4

Calculated values
Net charge: 0
Calculated total energy, Ha: -269.15039
Gap between HOMO and LUMO, eV: 9.223

=====

(2)
# C9H13AgO9P2S2

A molecular structure, C9H13AgO9P2S2 (ωB97M-V/def2-TZVPD, the OMol25 dataset).

Cartesian coordinates (Å):
Ag: -0.03272 -1.25683 -0.07358
S: -0.16325 0.75543 1.37921
S: -0.62317 -2.88378 3.20508
P: -1.05623 -2.83214 -2.18838
P: 1.61172 -3.66937 -1.32057
O: -1.87870 -3.58475 -3.36350
O: -1.51655 -3.30998 -0.83203
O: 2.66083 -4.52640 -1.90461
O: 0.81456 -4.47692 -0.16973
O: 0.40128 -3.47650 -2.42291
O: -1.10842 -1.37468 -2.47111
O: 0.14017 6.74105 -1.81365
O: 1.93833 -2.29050 -0.81064
O: 0.00387 5.40600 -3.56685
C: 0.00428 4.35645 -1.42676
C: -1.03649 -1.49457 4.26377
C: 0.20004 4.48548 -0.04458
C: -0.22501 3.07040 -1.93161
C: -0.27312 1.96937 -1.10444
C: 0.02398 5.49289 -2.36592
C: 0.15497 3.38757 0.78325
C: -0.08718 2.09317 0.28497
C: 1.09102 -2.49299 2.83072
H: -0.92115 -0.54752 3.73368
H: 1.37255 -3.10326 1.97068
H: -0.43851 -1.46908 5.17749
H: 0.11377 6.65101 -0.85592
H: 1.75459 -2.71299 3.66904
H: -2.08425 -1.60117 4.54582
H: 0.41690 5.44119 0.42729
H: -0.37572 2.94763 -2.99536
H: -1.77936 -4.53850 -3.26006
H: 0.31365 3.50831 1.84759
H: -0.13937 -4.20826 -0.20185
H: 1.19268 -1.44720 2.53878
H: -0.46998 0.99144 -1.53332

Atoms 1-2, force components in eV/Å:
0.1 0.3 0.1
0.0 -0.1 0.0

Calculated values
Net charge: -2
Calculated total energy, Ha: -2654.40432
Gap between HOMO and LUMO, eV: 6.475

=====

(3)
# C38H45F5IInN9O2PS2

A molecular structure, C38H45F5IInN9O2PS2 (ωB97M-V/def2-TZVPD, the OMol25 dataset).

Cartesian coordinates (Å):
I: -3.49562 3.72521 -0.86411
In: -0.82481 1.27542 0.15975
S: 0.63518 1.54348 2.32557
S: 0.58491 5.01855 2.25127
P: 1.43994 3.37227 2.83244
F: -0.06110 1.55996 -3.34685
F: 0.47078 -0.51230 -2.98632
F: 2.14900 0.44115 -0.87895
F: 2.00132 0.91429 -3.50245
F: 1.36541 2.43883 -1.32245
O: 1.52290 3.38486 4.42455
O: 2.99693 3.24587 2.45319
N: -2.56686 -0.07772 1.44334
N: -1.01912 -2.45840 -1.54664
N: 0.16259 -5.30564 -6.81862
N: -2.87335 0.40393 -1.25706
N: -0.11947 -5.72636 -5.65162
N: 0.09310 -1.17538 1.13027
N: 0.60061 -5.03900 -4.73516
N: -0.37565 -4.19191 -2.74739
N: -2.62151 2.55244 2.36571
C: -3.97471 0.12110 -0.56449
C: -1.65828 -3.89088 -3.14958
C: 4.88082 2.43288 1.26514
C: -0.03171 -3.28848 -1.77822
C: 2.86661 -2.36185 -5.88405
C: -2.03271 -2.82224 -2.40010
C: 3.47889 2.99484 1.11270
C: 2.60924 -2.56306 -7.25212
C: -3.69837 3.19562 4.84177
C: -1.41780 3.25393 -0.73200
C: -4.10703 0.13057 -3.28207
C: -5.24704 -0.19065 -2.56346
C: 1.33145 -1.40323 1.56509
C: 0.40291 -5.25872 -3.32980
C: 0.86961 0.75467 -2.79083
C: 1.29706 -3.25155 -1.10785
C: 0.59412 -3.09549 3.07209
C: -3.41018 4.18508 3.92297
C: -2.27615 -1.50326 1.18952
C: -0.90172 -1.87891 1.66067
C: 3.76455 3.44726 5.39133
C: 2.60332 1.23793 5.04450
C: 1.72057 -3.51771 -7.68995
C: -2.88807 3.81145 2.69305
C: 2.26560 -3.12680 -4.90963
C: 2.42813 2.71979 5.33717
C: 1.08912 -4.29254 -6.71574
C: 1.62696 -2.34077 2.54235
C: 1.37521 -4.10224 -5.35519
C: -3.43725 1.87792 4.49895
C: 3.46338 4.25693 0.26778
C: 1.01193 1.09171 -1.31681
C: -3.89823 0.23620 0.92879
C: -0.69577 -2.85930 2.62107
C: -2.94292 0.40595 -2.58645
C: -2.88062 1.60542 3.25881
C: -2.53777 0.18765 2.89035
C: -5.17544 -0.20309 -1.18080
H: 1.23973 -3.67172 -0.10225
H: -2.67595 4.56172 1.94906
H: -3.66456 1.06960 5.18276
H: -2.02944 0.63735 -3.11452
H: -6.17603 -0.42288 -3.06693
H: -3.02932 -2.13756 1.67522
H: -3.58243 5.22995 4.13754
H: -4.65351 -0.41144 1.39530
H: 3.10938 1.09628 4.08966
H: -0.11883 -6.20988 -3.22999
H: 4.31266 3.30254 4.46430
H: 5.28201 2.19332 0.28065
H: -4.12804 3.43973 5.80451
H: 1.51855 -3.68159 -8.73927
H: -4.12619 1.27365 1.18214
H: -1.53781 -3.40878 3.02117
H: -1.05532 3.27523 -1.75443
H: 1.63862 0.73377 5.00094
H: 4.36008 3.06360 6.22089
H: 1.92535 2.83520 6.30011
H: 3.59828 4.51495 5.53260
H: -1.52745 -0.02337 3.24760
H: 5.52961 3.16685 1.74601
H: 4.11095 5.01128 0.71825
H: 3.80963 4.03386 -0.74162
H: -4.11364 0.16807 -4.36197
H: 0.78364 -3.83872 3.83540
H: 2.83805 2.23274 0.66650
H: -6.04119 -0.44376 -0.57797
H: 4.86429 1.52739 1.87336
H: 2.12050 -0.81916 1.11438
H: 3.20575 0.78676 5.83455
H: 2.45577 4.65817 0.20723
H: 3.55725 -1.58235 -5.59123
H: -2.15703 -4.44412 -3.92692
H: 1.61854 -2.21594 -1.02576
H: -3.23246 -0.48409 3.41483
H: 1.36733 -5.32133 -2.83087
H: 2.46092 -2.95596 -3.85943
H: -0.94803 4.04345 -0.15047
H: -2.29146 -1.65358 0.11222
H: 2.64505 -2.46806 2.88267
H: -2.97016 -2.29192 -2.41825
H: 2.04781 -3.80829 -1.66621
H: 3.12620 -1.94655 -7.97519

Atoms 1-2, force components in eV/Å:
-0.1 0.1 -0.1
0.1 0.6 -0.1

Calculated values
Net charge: 0
Calculated total energy, Ha: -4243.33108
Gap between HOMO and LUMO, eV: 7.839

=====

(4)
# C6H10N2

A molecular structure, C6H10N2 in a non-equilibrium geometry (ωB97M-V/def2-TZVPD, the OMol25 dataset).

Cartesian coordinates (Å):
N: 1.14652 0.96292 -1.88497
N: -1.68971 -1.04441 1.44979
C: 0.78305 -0.87728 1.14300
C: 1.54698 -0.29646 0.22230
C: 0.61417 0.41257 -0.70124
C: -0.43468 -0.71065 -0.84762
C: -0.61510 -0.47683 0.64370
C: -0.41770 1.02617 0.35572
H: 0.52730 1.69255 -2.14102
H: -1.90815 -0.38869 2.19119
H: -2.47909 -0.92851 0.85172
H: -1.29705 -0.32085 -1.42984
H: 2.60898 -0.34478 0.02702
H: 0.00142 1.63494 1.11843
H: -1.27231 1.49737 -0.13547
H: 2.02951 1.42403 -1.66039
H: -0.15096 -1.71173 -1.17424
H: 1.00683 -1.55036 1.97191

Atoms 1-2, force components in eV/Å:
1.0 0.6 0.3
0.1 0.6 -0.7

Calculated values
Net charge: 0
Calculated total energy, Ha: -344.05093
Gap between HOMO and LUMO, eV: 9.654

=====

ΔE to the lowest compared entry with this formula, charge and spin readings, ordered: 5.329; 0.635; 0.082; 2.334 eV
E_HOMO readings, ordered: -8.8; -2.2; -7.6; -8.7 eV